The following is a DFT calculation (the ωB97M-V functional and the def2-TZVPD basis) of a structure of composition C10H26BCsF2IMgN3NaO7Si2 at a distorted geometry.

```
55
Properties=species:S:1:pos:R:3:forces:R:3:lowdin_charge:R:1
C -4.8255 1.6256 2.4456 0.34 -0.04 0.16 -0.028
B -4.0483 0.2965 2.2724 0.33 0.02 0.25 -0.592
O -4.5410 -0.6977 1.4577 -0.56 0.02 -0.07 0.031
Si -2.2964 0.1261 3.3198 -1.51 -0.15 0.61 0.608
O -1.5387 1.6475 3.1990 0.18 -1.07 -0.45 -0.511
Si -0.1347 1.6095 2.4149 0.99 1.34 0.76 0.119
I -0.5989 1.0267 0.0375 1.90 1.03 1.18 0.343
H -5.8994 1.4755 2.4442 -0.23 0.03 -0.28 0.076
H -4.5342 2.3609 1.6946 -0.11 0.17 -0.18 0.076
H -4.5637 2.0744 3.4030 0.04 0.19 0.17 0.072
H -4.4725 -1.5840 1.8213 0.45 -0.26 -0.26 0.102
H -2.6540 -0.0656 4.7362 0.26 -0.06 0.06 0.006
H -1.3901 -0.9666 2.8538 0.22 0.30 -0.01 -0.024
H 0.4185 2.9668 2.3884 -0.06 0.05 -0.31 -0.040
H 0.8986 0.7325 2.9838 -0.20 -0.39 -0.31 -0.026
Cs -2.7420 -0.3683 -1.5686 -2.25 -1.51 -1.31 0.775
C -5.6490 -5.7349 -3.7221 0.15 -0.71 0.07 -0.102
C -5.5538 -5.2708 -2.2657 -0.19 0.20 -1.39 -0.480
O -5.6071 -3.9094 -2.2326 1.52 -0.25 0.90 -0.340
H -4.8390 -5.3198 -4.3169 0.02 0.10 0.03 0.077
H -5.5755 -6.8218 -3.7756 0.04 0.00 -0.01 0.077
H -6.6073 -5.4395 -4.1755 0.03 0.11 0.04 0.060
H -4.5674 -5.7603 -1.8708 0.41 -0.51 -0.23 0.106
H -6.3522 -5.8522 -1.7056 0.34 0.51 0.31 0.115
F -3.4592 -6.9700 -2.1342 -0.48 0.77 0.25 -0.499
N 2.7830 0.2141 -2.2625 -0.65 0.07 0.54 0.178
H 3.5011 -0.5561 -1.8600 -0.07 0.97 0.75 0.016
H 3.2904 1.0553 -2.5630 0.02 0.01 0.10 0.110
H 2.2529 -0.1690 -3.0523 0.01 0.04 0.01 0.092
H 2.1368 0.4684 -1.4971 0.01 0.05 -0.10 0.067
Na -7.5330 -3.8422 -2.1313 -1.70 0.11 0.09 0.734
C -1.6108 3.2248 6.9965 -0.66 -0.34 -0.11 -0.691
O -2.2632 2.2687 7.3866 0.65 -0.30 0.42 0.012
N -1.3442 4.3062 7.7744 0.26 -0.06 0.04 0.169
N -1.1275 3.2353 5.7168 0.61 0.27 -0.04 0.158
H -0.8209 5.1008 7.4633 -0.05 0.03 -0.05 0.091
H -1.7201 4.2985 8.7034 -0.13 0.02 -0.03 0.110
H -1.3385 2.4400 5.1503 -0.23 0.09 0.04 0.044
H -0.5795 3.9793 5.3290 -0.09 0.10 0.05 0.088
C 6.6069 -0.1516 -4.9414 0.06 0.00 -0.07 0.002
C 5.7514 0.6809 -4.3542 0.37 0.16 -0.06 -0.088
C 6.1925 1.9589 -3.7431 -0.21 0.06 0.08 -0.374
O 5.3593 2.6675 -3.2141 -0.05 -0.07 0.13 0.102
C 7.6268 2.2953 -3.8052 0.02 0.05 -0.01 0.039
C 8.4970 1.4762 -4.3936 -0.08 -0.05 -0.01 0.052
C 8.0672 0.1912 -5.0101 -0.13 0.10 0.08 -0.356
O 8.8401 -0.5593 -5.5449 0.08 -0.08 -0.06 0.158
H 6.3080 -1.0964 -5.3929 0.05 0.05 -0.05 0.109
H 4.6753 0.4846 -4.2799 0.13 0.29 -0.51 0.034
H 7.9205 3.2324 -3.3507 -0.01 0.01 0.00 0.133
H 9.5542 1.6991 -4.4529 0.01 -0.03 -0.01 0.135
O 4.8927 -1.1196 -1.3705 -1.14 0.62 0.57 -0.398
H 4.6767 -0.9339 -0.4546 0.54 -0.25 0.10 0.013
F -4.1516 3.2715 6.5882 -0.31 0.21 -0.42 -0.472
Mg 4.6893 -1.3017 -3.1386 1.08 -1.99 -1.46 0.732
```
Positions in Å, forces in eV/Å.

Output
HOMO level: -7.80 eV
net charge: +1